# 1
Density functional theory data (ωB97M-V with the def2-TZVPD basis set) for 4 unconnected molecules or ions with the total composition C20H46BI2O8.

The geometry in ORCA input format:
```
! wB97M-V def2-TZVPD RIJCOSX def2/J DEFGRID3
* xyz -1 1
I 1.560 -2.288 1.780
C 2.927 -1.568 0.310
C 2.615 -0.220 -0.365
C 1.212 0.362 -0.292
C 0.182 -0.107 -1.341
C -1.209 0.403 -0.886
C -2.011 -0.617 -0.066
C -2.730 -1.707 -0.876
I -2.159 -3.712 -0.449
C 0.597 0.414 -2.732
O 1.257 -0.612 -3.397
B 1.087 -1.890 -2.611
O 0.131 -1.487 -1.509
H 3.017 -2.367 -0.416
H 3.857 -1.494 0.865
H 2.877 -0.311 -1.421
H 3.305 0.505 0.075
H 1.283 1.443 -0.453
H 0.816 0.243 0.718
H -1.814 0.717 -1.741
H -1.073 1.285 -0.257
H -1.376 -1.055 0.702
H -2.794 -0.064 0.464
H -3.795 -1.701 -0.660
H -2.588 -1.579 -1.943
H -0.319 0.709 -3.272
H 1.225 1.315 -2.667
H 0.622 -2.809 -3.279
H 2.201 -2.246 -2.147
C 1.974 1.356 -5.740
O 2.888 1.564 -6.816
C 2.316 2.185 -7.943
C 2.686 3.649 -8.031
O 2.121 4.411 -6.979
C 3.008 4.644 -5.904
H 2.536 0.990 -4.887
H 1.464 2.288 -5.478
H 1.235 0.593 -5.993
H 1.225 2.081 -7.933
H 2.695 1.678 -8.839
H 2.313 4.063 -8.974
H 3.777 3.745 -8.025
H 3.815 5.327 -6.201
H 3.444 3.714 -5.535
H 2.431 5.108 -5.106
C -4.458 -4.798 5.468
O -3.604 -5.553 4.637
C -3.201 -4.860 3.459
C -1.808 -4.294 3.580
O -1.735 -3.283 4.578
C -1.149 -3.719 5.785
H -4.594 -5.362 6.390
H -4.030 -3.820 5.706
H -5.438 -4.649 4.999
H -3.905 -4.052 3.236
H -3.227 -5.565 2.625
H -1.534 -3.852 2.621
H -1.097 -5.096 3.805
H -0.079 -3.918 5.656
H -1.634 -4.622 6.167
H -1.269 -2.915 6.511
C 1.383 2.739 2.876
O 0.129 2.164 2.584
C -0.371 1.318 3.609
C -1.481 1.987 4.381
O -1.020 3.117 5.115
C -1.289 4.347 4.480
H 1.598 3.458 2.086
H 1.379 3.253 3.842
H 2.172 1.977 2.880
H 0.435 1.019 4.286
H -0.760 0.414 3.134
H -1.902 1.273 5.092
H -2.275 2.287 3.689
H -2.364 4.565 4.478
H -0.926 4.357 3.449
H -0.777 5.123 5.047
*
```

Calculated values
- LUMO energy: 2.43 eV
- Highest occupied orbital energy: -0.1538 Ha



# 2
Density functional theory data (ωB97M-V with the def2-TZVPD basis set) for a single C3H4O2 molecule.

The geometry in ORCA input format:
```
! wB97M-V def2-TZVPD RIJCOSX def2/J DEFGRID3
* xyz 0 1
C -1.737 -0.301 -0.012
C -0.076 -0.576 0.020
C 1.461 0.140 -0.107
O -2.118 0.902 -0.014
O 1.732 1.286 0.055
H 0.005 -0.983 1.037
H 0.013 -1.444 -0.637
H 2.183 -0.654 -0.320
H -1.462 1.629 -0.022
*
```

Calculated values
- Energy relative to the best compared isomer or geometry (same formula, charge and spin): 4.255 eV
- LUMO energy: 0.54 eV
- Highest occupied orbital energy: -0.3171 Ha



# 3
Density functional theory data (ωB97M-V with the def2-TZVPD basis set) for 2 unconnected molecules or ions with the total composition ClH4N2OP.

The geometry in ORCA input format:
```
! wB97M-V def2-TZVPD RIJCOSX def2/J DEFGRID3
* xyz 0 1
N -0.590 -0.435 -1.064
N 1.384 -0.549 0.457
O -0.357 1.773 0.891
P 0.781 0.355 -0.736
Cl -1.779 1.009 0.987
H -1.148 -1.044 -0.416
H -1.127 -0.207 -1.949
H 0.643 -0.914 1.002
H 2.193 0.013 0.828
*
```

Calculated values
- Energy relative to the best compared isomer or geometry (same formula, charge and spin): 4.765 eV
- LUMO energy: 0.40 eV
- Highest occupied orbital energy: -0.3034 Ha



# 4
Density functional theory data (ωB97M-V with the def2-TZVPD basis set) for a molecular structure, C33H53CaN4O8P2.

The geometry in ORCA input format:
```
! wB97M-V def2-TZVPD RIJCOSX def2/J DEFGRID3
* xyz -1 1
Ca -0.414 -0.449 -1.124
C 0.921 0.314 -3.102
C -0.357 0.686 -3.886
C -1.589 1.152 -3.134
C -2.775 1.327 -3.855
C -3.879 1.890 -3.236
C -3.788 2.266 -1.908
C -2.585 2.065 -1.260
N -1.492 1.542 -1.845
N 1.217 -1.089 -2.682
C 1.146 -2.070 -3.766
C -0.259 -2.580 -3.901
C -0.683 -3.345 -4.981
C -2.016 -3.734 -5.029
C -2.872 -3.353 -4.003
C -2.353 -2.599 -2.963
N -1.071 -2.210 -2.898
C 2.578 -1.104 -2.101
C 2.480 -2.028 -0.928
C 3.560 -2.595 -0.244
C 3.275 -3.446 0.818
C 1.949 -3.686 1.157
C 0.954 -3.060 0.419
N 1.198 -2.235 -0.615
H 0.978 0.960 -2.212
H 1.756 0.625 -3.750
H -0.630 -0.099 -4.595
H -0.083 1.543 -4.516
H -2.825 1.047 -4.903
H -4.799 2.045 -3.791
H -4.628 2.710 -1.390
H -2.459 2.336 -0.227
H 1.765 -2.948 -3.545
H 1.505 -1.646 -4.714
H 0.005 -3.624 -5.771
H -2.385 -4.326 -5.860
H -3.917 -3.637 -4.009
H -2.970 -2.269 -2.134
H 2.883 -0.121 -1.718
H 3.341 -1.430 -2.819
H 4.581 -2.392 -0.538
H 4.078 -3.919 1.374
H 1.692 -4.344 1.979
H -0.103 -3.210 0.637
C 2.423 3.827 1.756
C 2.469 3.221 0.362
C 3.888 2.961 -0.125
O 1.650 2.071 0.203
P 1.648 0.735 1.090
O 1.323 -0.497 0.308
C 0.451 1.022 2.393
P -1.208 0.748 1.778
O -1.325 1.034 0.317
O -1.669 -0.721 2.171
C -1.800 -1.321 3.449
C -2.057 -0.381 4.618
C -0.605 -2.227 3.711
O -2.149 1.696 2.691
C -2.242 3.086 2.387
C -3.589 3.351 1.731
C -2.105 3.855 3.692
O 3.070 0.752 1.848
C 3.855 -0.396 2.096
C 3.112 -1.435 2.917
C 4.449 -0.942 0.808
H 3.002 4.754 1.795
H 2.822 3.148 2.514
H 1.391 4.058 2.036
H 2.039 3.965 -0.317
H 4.449 2.325 0.564
H 4.440 3.899 -0.229
H 3.876 2.454 -1.094
H 0.546 2.050 2.749
H 0.661 0.379 3.248
H -2.677 -1.973 3.367
H -1.244 0.339 4.750
H -2.165 -0.943 5.551
H -2.981 0.182 4.464
H 0.295 -1.647 3.928
H -0.388 -2.846 2.837
H -0.791 -2.882 4.568
H -1.432 3.383 1.710
H -4.409 3.032 2.382
H -3.685 2.781 0.807
H -3.715 4.412 1.500
H -2.878 3.555 4.407
H -2.176 4.933 3.528
H -1.141 3.636 4.163
H 4.694 -0.046 2.710
H 2.272 -1.860 2.368
H 2.708 -0.979 3.827
H 3.775 -2.254 3.206
H 3.651 -1.399 0.132
H 5.192 -1.713 1.022
H 4.933 -0.139 0.237
O -1.186 -1.783 0.209
C -4.039 -0.444 -1.115
O -2.713 -0.446 -1.124
H -4.545 -1.383 -0.810
H -4.554 -0.234 -2.076
H -4.541 0.288 -0.448
*
```

Calculated values
- Energy relative to the best compared isomer or geometry (same formula, charge and spin): 5.801 eV
- LUMO energy (alpha / beta): 2.27 / 2.27 eV
- Highest occupied orbital energy (alpha / beta): -0.0015 / 0.0004 Ha



# 5
Density functional theory data (ωB97M-V with the def2-TZVPD basis set) for a molecular structure, C43H38ClLuP2.

The geometry in ORCA input format:
```
! wB97M-V def2-TZVPD RIJCOSX def2/J DEFGRID3
* xyz 2 1
C 0.691 -1.407 -4.176
C -0.393 -1.532 -3.269
C -1.690 -1.614 -3.794
C -1.915 -1.556 -5.168
C -0.840 -1.411 -6.050
C 0.464 -1.337 -5.553
P -0.163 -1.504 -1.443
C -1.443 -2.713 -0.863
C -2.740 -2.235 -0.567
C -3.683 -3.081 0.025
C -3.368 -4.429 0.222
C -2.118 -4.929 -0.140
C -1.155 -4.071 -0.668
Lu -0.785 0.843 -0.044
P 0.383 2.016 -2.092
C -1.213 2.219 -2.969
C -1.281 2.753 -4.269
C -2.383 2.459 -5.068
C -3.471 1.765 -4.526
C -3.497 1.423 -3.172
C -2.360 1.608 -2.386
C 0.022 2.980 -0.596
C 0.763 2.556 0.585
C 0.521 3.290 1.767
C -0.389 4.342 1.760
C -1.223 4.590 0.664
C -1.049 3.898 -0.526
C 2.031 2.496 -2.657
C 3.084 1.542 -2.593
C 4.300 1.828 -3.212
C 4.458 3.017 -3.936
C 3.401 3.930 -4.036
C 2.182 3.679 -3.401
C 1.400 -2.423 -1.283
C 1.801 -3.403 -2.213
C 3.009 -4.086 -2.044
C 3.811 -3.818 -0.925
C 3.391 -2.879 0.030
C 2.191 -2.179 -0.139
H 1.648 1.896 0.476
H 1.130 3.083 2.662
H -0.455 5.000 2.631
H -2.041 5.304 0.753
H -1.670 4.088 -1.410
H -0.487 3.410 -4.626
H -2.377 2.754 -6.125
H -4.315 1.502 -5.164
H -4.413 1.002 -2.735
H -2.449 1.305 -1.296
H 2.902 0.566 -2.123
H 5.121 1.105 -3.167
H 5.404 3.219 -4.445
H 3.517 4.833 -4.638
H 1.326 4.352 -3.522
H 1.178 -3.641 -3.080
H 3.320 -4.824 -2.792
H 4.755 -4.356 -0.794
H 4.001 -2.695 0.919
H 1.873 -1.445 0.612
H -3.037 -1.201 -0.789
H -4.662 -2.694 0.330
H -4.105 -5.097 0.655
H -1.874 -5.981 0.001
H -0.166 -4.453 -0.926
H -2.531 -1.771 -3.116
H -2.938 -1.642 -5.549
H -1.021 -1.362 -7.126
H 1.310 -1.197 -6.232
H 1.699 -1.212 -3.795
H 0.310 0.753 -4.166
H 0.747 0.710 -3.512
Cl -1.873 1.623 3.153
C -0.778 0.493 3.881
C -0.302 0.763 5.158
C 0.633 -0.103 5.744
C 0.978 -1.278 5.073
C 0.481 -1.554 3.809
C -0.387 -0.641 3.149
C -0.884 -0.824 1.785
H -0.640 1.661 5.679
H 1.021 0.092 6.746
H 1.665 -1.979 5.547
H 0.749 -2.471 3.277
H -0.636 -1.806 1.387
H -1.988 -0.662 1.750
*
```

Calculated values
- Energy relative to the best compared isomer or geometry (same formula, charge and spin): 0.836 eV
- LUMO energy: -6.72 eV
- Highest occupied orbital energy: -0.4532 Ha



# 6
Density functional theory data (ωB97M-V with the def2-TZVPD basis set) for a single C4H6N2O2 molecule.

The geometry in ORCA input format:
```
! wB97M-V def2-TZVPD RIJCOSX def2/J DEFGRID3
* xyz 0 1
C -1.543 0.115 0.118
C 0.715 0.736 -0.390
C 2.053 0.379 -0.009
C 2.214 -0.914 0.209
H -2.247 -1.530 -0.980
H -3.390 -0.457 -0.613
H -1.168 1.646 1.378
H 2.855 1.030 0.320
H 3.208 -1.336 0.608
H 1.432 -1.636 0.110
N -2.500 -0.777 -0.367
N -1.806 1.233 0.741
O -0.223 -0.267 -0.339
O 0.399 1.779 -0.785
*
```

Calculated values
- Energy relative to the best compared isomer or geometry (same formula, charge and spin): 2.250 eV
- LUMO energy: 0.44 eV
- Structure (SMILES): [H]/N=C(/N)OC(=O)C=C
- Highest occupied orbital energy: -0.3409 Ha



# 7
Density functional theory data (ωB97M-V with the def2-TZVPD basis set) for a molecular structure, C26H35BeBrCaCl5F4N2O10P.

The geometry in ORCA input format:
```
! wB97M-V def2-TZVPD RIJCOSX def2/J DEFGRID3
* xyz 0 1
C 0.283 -6.176 -3.872
C 1.229 -6.043 -5.204
C 2.808 -5.718 -4.908
Br 3.557 -6.993 -3.542
P 3.177 -3.866 -4.525
C 3.530 -3.742 -2.629
C 3.937 -2.236 -2.124
O 3.011 -1.168 -2.534
C 3.863 -2.283 -0.454
F 2.504 -2.747 0.016
F 4.259 -0.972 0.121
F 4.799 -3.405 -0.071
C 1.645 -2.754 -4.983
C 0.385 -2.471 -3.949
C -0.867 -1.464 -4.413
C -0.892 -0.716 -5.892
C 0.353 -1.021 -6.929
C 1.598 -2.028 -6.461
H -0.269 -7.232 -3.875
H -0.558 -5.360 -3.891
H 0.846 -6.093 -2.849
H 1.201 -7.108 -5.740
H 0.752 -5.290 -5.990
H 3.398 -5.952 -5.919
H 2.608 -4.216 -2.086
H 4.487 -4.428 -2.437
H 5.038 -1.978 -2.502
H 2.220 -1.092 -1.920
H 0.354 -2.958 -2.876
H -1.762 -1.256 -3.653
H -1.774 0.016 -6.180
H 0.409 -0.507 -7.997
H 2.501 -2.221 -7.196
Be 0.807 -0.481 -1.368
O 2.621 2.498 -1.973
H 3.041 1.659 -2.025
C -4.491 2.828 -5.035
C -3.436 1.747 -5.199
O -2.514 1.758 -4.337
O -3.619 0.973 -6.180
H -4.278 3.463 -4.170
H -4.518 3.458 -5.929
H -5.474 2.369 -4.893
Ca -5.297 4.261 -2.945
C -0.013 2.238 1.709
Cl 0.595 1.411 0.265
Cl -1.640 1.666 2.115
Cl 1.089 1.998 3.075
H -0.068 3.309 1.495
F -6.041 0.717 2.143
C -5.691 -0.053 3.181
C -4.344 -0.293 3.432
C -3.979 -1.090 4.517
C -4.967 -1.648 5.333
C -6.316 -1.405 5.070
C -6.680 -0.599 3.992
H -3.592 0.142 2.783
H -2.929 -1.277 4.726
H -4.682 -2.274 6.176
H -7.082 -1.844 5.704
H -7.723 -0.393 3.778
C -2.532 -0.412 8.289
N -3.765 -0.872 8.982
O -4.847 -0.620 8.440
O -3.612 -1.474 10.052
H -2.816 0.099 7.366
H -2.010 0.270 8.963
H -1.928 -1.295 8.070
C 4.759 5.923 2.300
C 3.652 4.888 2.146
C 3.005 4.901 0.761
C 2.275 6.148 0.496
N 1.702 7.135 0.284
H 4.372 6.942 2.206
H 5.222 5.833 3.288
H 5.538 5.779 1.546
H 2.892 5.055 2.920
H 4.077 3.894 2.325
H 2.307 4.059 0.690
H 3.769 4.745 -0.010
O 2.629 5.447 7.148
Cl 2.814 4.650 5.951
O 3.169 3.294 6.324
O 3.875 5.224 5.148
O 1.583 4.634 5.186
Cl -3.540 2.091 3.154
*
```

Calculated values
- LUMO energy: -5.67 eV
- Highest occupied orbital energy: -0.2746 Ha



# 8
Density functional theory data (ωB97M-V with the def2-TZVPD basis set) for 2 unconnected molecules or ions with the total composition C3H12N2S.

The geometry in ORCA input format:
```
! wB97M-V def2-TZVPD RIJCOSX def2/J DEFGRID3
* xyz 0 1
C 2.090 -1.025 0.433
C 2.329 0.371 -0.155
S 1.856 1.833 0.849
H 1.318 -1.581 -0.097
H 3.016 -1.595 0.363
H 1.824 -0.997 1.490
H 1.910 0.429 -1.155
H 3.406 0.509 -0.240
H 0.692 2.065 0.193
N -1.819 0.743 -1.316
C -2.443 -0.326 -0.464
N -2.100 -0.432 0.918
H -0.815 0.623 -1.160
H -2.004 1.593 -0.797
H -2.084 -1.243 -0.939
H -3.519 -0.294 -0.603
H -2.419 0.230 1.568
H -1.238 -0.902 1.113
*
```

Calculated values
- Energy relative to the best compared isomer or geometry (same formula, charge and spin): 0.383 eV
- LUMO energy: 0.78 eV
- Structure (SMILES): CCS.NCN
- Highest occupied orbital energy: -0.3328 Ha



# 9
Density functional theory data (ωB97M-V with the def2-TZVPD basis set) for a molecular structure, H22O11Xe.

The geometry in ORCA input format:
```
! wB97M-V def2-TZVPD RIJCOSX def2/J DEFGRID3
* xyz 0 1
Xe -10.810 -11.676 -11.845
O -12.284 -8.328 -11.055
H -11.553 -8.171 -10.458
H -12.082 -7.798 -11.826
O -8.060 -9.079 -9.833
H -8.046 -9.392 -10.738
H -7.471 -8.325 -9.831
O -8.697 -11.501 -15.281
H -8.091 -11.865 -14.635
H -8.144 -11.274 -16.028
O -10.281 -9.037 -15.137
H -9.871 -9.902 -15.143
H -9.608 -8.450 -15.480
O -12.346 -14.762 -13.673
H -11.994 -13.877 -13.578
H -13.272 -14.632 -13.874
O -10.253 -13.643 -8.037
H -9.652 -14.028 -8.675
H -11.068 -13.517 -8.522
O -12.834 -12.583 -8.578
H -13.058 -13.115 -9.342
H -13.454 -12.859 -7.903
O -13.490 -14.374 -10.617
H -13.370 -14.394 -11.567
H -12.967 -15.108 -10.293
O -7.893 -8.978 -12.588
H -7.624 -8.092 -12.832
H -8.776 -9.068 -12.947
O -11.400 -12.332 -15.198
H -11.588 -12.627 -16.088
H -10.450 -12.214 -15.180
O -14.122 -10.332 -12.536
H -13.790 -10.388 -13.432
H -13.488 -9.779 -12.079
*
```

Calculated values
- Energy relative to the best compared isomer or geometry (same formula, charge and spin): 0.720 eV
- LUMO energy: -0.38 eV
- Highest occupied orbital energy: -0.3877 Ha